Entry 1:
Density functional theory data (ωB97M-V with the def2-TZVPD basis set) for a cluster of 12 separate species, C5H32NO13 in total.

Output
Frontier orbital gap, eV: 9.65
LUMO energy, eV: 2.7
Electronic energy, eV: -33812.733
HOMO, eV: -6.93
Total charge: -1
ΔE to the lowest compared entry with this formula, charge and spin, kJ/mol: 492.9

```
51
C5H32NO13 | the OMol25 dataset | ωB97M-V with the def2-TZVPD basis set
C 0.5070 1.0795 -0.6046
O -0.6723 0.5259 -0.0016
C 1.6619 0.0486 -0.3086
C 2.5838 -0.0709 -1.4983
C 2.7738 -1.5327 -1.8824
C 1.4971 -2.0137 -2.5468
O 1.5111 -2.7909 -3.5056
N 2.5832 0.3634 0.8711
H 0.3462 1.2911 -1.7068
H 0.6844 2.0720 -0.0616
H 1.0848 -0.8892 -0.0097
H 2.0725 0.4406 -2.3689
H 3.5654 0.4575 -1.5765
H 3.1192 -2.2577 -1.0437
H 3.5081 -1.6267 -2.7253
H 0.5437 -1.6030 -2.4157
H 2.2132 1.0777 1.6006
H 3.4024 0.9542 0.5563
H 2.0568 -3.0475 1.7839
H 2.8170 -1.7396 1.8274
O 2.8248 -2.6589 2.2070
H 1.1946 3.3927 1.9167
H -0.0680 2.4781 1.7022
O 0.8464 2.6020 2.1907
H -2.9105 -1.1052 -0.4171
H -2.5651 -1.7133 0.9562
O -2.5724 -1.8404 -0.0112
H -0.6629 -3.6678 -1.8984
H -1.1449 -2.7042 -0.7902
O -0.3641 -3.1202 -1.1975
H -0.8224 1.1286 0.7749
H -2.3945 3.0234 1.9307
O -1.8050 2.4519 1.4766
H 0.2596 -2.9573 1.2586
H 0.1804 -3.9121 0.1821
O 0.4971 -3.8453 1.1174
H -3.1672 1.2323 -1.8319
H -1.9349 0.3578 -1.5955
O -2.8321 0.3265 -1.9658
H -2.9087 0.3447 3.4921
H -2.8758 0.9266 2.0053
O -3.1355 0.0700 2.5164
H -0.3927 -0.9162 1.0258
H -0.2345 -1.1750 2.5816
O -0.5064 -1.5204 1.7307
H -2.7641 3.2576 -0.8046
H -1.5360 3.0255 -1.4813
O -2.4484 3.0690 -1.6824
H -1.4368 3.6567 0.6193
H -1.2766 4.6965 -0.5926
O -0.9030 4.3581 0.2016
```

---

Entry 2:
Density functional theory data (ωB97M-V with the def2-TZVPD basis set) for a cluster of 12 separate species, C5H32NO13 in total.

Output
Frontier orbital gap (spin up / spin down), eV: 10.56 / 5.99
LUMO energy (spin up / spin down), eV: -0.1 / -4.6
Electronic energy, eV: -33809.180
HOMO (spin up / spin down), eV: -10.63 / -10.63
Spin multiplicity: 2
Total charge: 0
ΔE to the lowest compared entry with this formula, charge and spin, kJ/mol: 183.5
<S²>: 0.7555

```
51
C5H32NO13 | the OMol25 dataset | ωB97M-V with the def2-TZVPD basis set
C 0.8664 0.1320 0.0717
O 0.8257 1.4506 -0.2185
C -0.1228 -0.2861 1.2432
C -0.1543 -1.7951 1.4099
C -1.5607 -2.4181 1.2729
C -1.4704 -3.4852 0.2047
O -1.7547 -3.2618 -0.9570
N 0.3977 0.3153 2.4682
H 0.4684 -0.3890 -0.8467
H 1.8446 -0.3125 0.1363
H -1.0884 0.1879 1.0518
H 0.5745 -2.2749 0.7594
H 0.1966 -2.0376 2.4123
H -2.3180 -1.7318 0.9131
H -1.9868 -2.7214 2.2298
H -0.9764 -4.4384 0.4197
H 0.1919 1.3187 2.4758
H 1.4004 0.4894 2.4085
H -2.4635 -0.4494 3.6116
H -1.0573 -0.9048 3.8644
O -1.9700 -1.1629 4.0480
H 3.4024 0.5727 2.8409
H 3.8500 1.5724 1.7071
O 4.1427 1.0776 2.5040
H -2.2023 1.4129 -3.6892
H -2.9217 0.0391 -3.7608
O -3.0571 0.9759 -3.5814
H -2.4311 -1.5755 -1.2396
H -3.0356 -0.2615 -1.6042
O -2.9477 -0.8361 -0.8267
H 2.3122 2.0490 0.0672
H 3.7464 1.7433 -0.5599
O 3.2978 2.1786 0.1733
H -2.6475 1.8406 1.4419
H -3.4937 0.5782 0.9528
O -3.3647 1.2299 1.6490
H 0.9214 -0.8626 -4.4670
H -0.1018 -0.5316 -3.4116
O -0.0245 -0.7073 -4.3650
H -1.3948 1.1308 -2.0355
H 0.0601 1.6448 -1.7386
O -0.4985 1.1510 -2.3921
H -0.1634 2.3931 0.5145
H -0.4843 3.6379 1.3904
O -0.8625 2.7960 1.1072
H 1.5322 1.1690 -4.1045
H 2.1757 1.0667 -2.6456
O 2.2726 0.8628 -3.5750
H 3.7813 -0.1625 0.4962
H 4.5526 -1.4362 0.2058
O 3.7410 -0.9736 -0.0327
```

---

Entry 3:
Density functional theory data (ωB97M-V with the def2-TZVPD basis set) for a structure of composition C5H32NO13.

Output
Frontier orbital gap, eV: 10.30
LUMO energy, eV: -2.5
Electronic energy, eV: -33805.430
HOMO, eV: -12.76
Total charge: +1
ΔE to the lowest compared entry with this formula, charge and spin, kJ/mol: 341.6

```
51
C5H32NO13 | the OMol25 dataset | ωB97M-V with the def2-TZVPD basis set
O -0.1985 0.4811 -0.5791
C -1.2786 1.1008 -1.0114
O -1.0199 1.7487 -2.2457
C -2.5823 0.2643 -1.0439
C -2.4797 -0.7398 -2.1458
C -1.8271 -2.0447 -1.6570
C 0.1019 -2.5365 -0.2163
N -0.7326 -1.7210 -0.7142
H -1.4052 2.5889 -2.4877
H -3.3733 1.0060 -1.2010
H -2.8408 -0.0623 -0.0378
H -3.4701 -0.9969 -2.5402
H -1.8622 -0.3491 -2.9724
H -1.4947 -2.6216 -2.5204
H -2.5123 -2.6261 -1.0266
H 0.9733 -2.0775 0.2336
H -0.0200 -3.6141 -0.3433
H -0.4459 -0.5394 -0.7048
H -1.5456 -0.4270 2.6594
H -0.0911 -0.8616 2.7261
O -0.9027 -0.8666 3.2516
H 2.9536 -1.7892 -2.5375
H 2.1618 -0.3607 -2.4364
O 2.5033 -1.1491 -1.9668
H -1.2871 1.7926 2.7480
H -2.7204 1.6840 3.0459
O -2.0735 1.3670 2.3894
H 1.6166 1.4857 3.5567
H 2.2534 0.7054 2.4074
O 1.4875 1.2595 2.6275
H 1.3832 2.6320 0.1863
H 0.7977 2.3008 1.6536
O 0.6305 2.9600 0.9027
H 1.3358 0.9784 -0.5094
H 1.9302 1.7874 -1.6169
O 2.0146 1.7009 -0.6397
H -0.3289 2.8866 0.5103
H -2.3616 2.2625 0.3465
O -1.5394 2.2869 -0.1481
H -1.2325 -2.0122 2.5865
H -1.3512 -3.5013 2.0900
O -1.0841 -2.6178 1.8354
H 0.4759 1.0736 -2.9692
H 1.4012 1.1996 -4.1690
O 1.4257 0.9656 -3.2243
H 3.4386 -0.7048 -0.1887
H 3.1285 0.7323 0.2787
O 3.4408 -0.1306 0.5926
H 3.0631 -2.2520 2.8607
H 3.0580 -1.1137 1.8335
O 2.4860 -1.5347 2.5310
```

---

Entry 4:
Density functional theory data (ωB97M-V with the def2-TZVPD basis set) for a cluster of 11 separate species, C5H33N2O11 in total.

Output
Frontier orbital gap, eV: 10.63
LUMO energy, eV: -2.3
Electronic energy, eV: -31219.792
HOMO, eV: -12.92
Total charge: +1
ΔE to the lowest compared entry with this formula, charge and spin, kJ/mol: 24.5

```
51
C5H33N2O11 | the OMol25 dataset | ωB97M-V with the def2-TZVPD basis set
N -0.3914 0.2612 1.6516
C 0.5943 1.3638 1.3246
C 0.2206 2.5851 2.1196
C 0.3478 1.4730 -0.2289
N 1.4185 1.7293 -0.9576
C 1.3885 1.5971 -2.4189
C 0.4443 2.5657 -3.1059
O -0.7949 1.2343 -0.6406
H -0.2315 -0.1410 2.5986
H -1.3413 0.6284 1.6295
H -0.3125 -0.5351 1.0173
H 1.5925 0.9716 1.4779
H -0.8334 2.6899 2.2745
H 0.6396 3.5103 1.7341
H 0.6684 2.5293 3.1152
H 2.3255 1.7350 -0.5158
H 2.4194 1.6841 -2.7711
H 1.1145 0.5699 -2.6506
H 0.8473 3.5773 -3.1844
H -0.4917 2.6059 -2.5413
H 0.1128 2.1691 -4.0584
H -1.1253 -2.4881 2.6534
H -0.7159 -2.2337 3.9963
O -0.4831 -1.9089 3.1153
H -3.5607 2.3908 1.8526
H -2.8065 1.8859 0.6544
O -2.8578 1.7715 1.6250
H -1.6609 -3.3340 0.2579
H -1.1165 -4.5294 1.1424
O -1.2310 -3.5740 1.0943
H 0.6407 -4.0914 -1.7385
H 2.1991 -3.8817 -1.8341
O 1.3642 -3.4624 -1.6003
H -3.5011 -2.4236 -1.8368
H -2.2167 -1.6696 -2.5022
O -2.5461 -2.3395 -1.8815
H 1.2046 -2.2945 -0.1829
H 1.2110 -2.1796 1.3323
O 1.1871 -1.6348 0.5363
H 4.1740 2.9624 1.0922
H 4.3001 2.0000 -0.0816
O 3.6415 2.3454 0.5509
H 2.9973 -0.5614 -0.0561
H 4.1237 -1.4117 -0.2961
O 3.8256 -0.5160 -0.5542
H -1.8252 0.6122 -3.5306
H -1.3693 0.2107 -2.0655
O -1.5517 -0.1251 -2.9833
H -3.7789 -0.7197 1.6849
H -4.3931 -2.0456 1.5244
O -3.8666 -1.5588 2.1616
```